Computed, not measured: a cluster of 2 separate species, C11H14OSi in total at a distorted geometry, with wB97M-V/def2-TZVPD.

## Properties
LUMO energy (alpha / beta) = -1.8 / -1.8 eV
charge = 0
energy above the lowest of the compared OMol25 structures with the same formula, charge and spin = 162.2 kcal per mole
HOMO level (alpha / beta) = -0.253 / -0.253 hartree
HOMO-LUMO gap (alpha / beta) = 5.07 / 5.07 eV
total energy = -21551.821 eV

Last column: natural (NBO) charge in e.
Atoms and positions in Å:
C  2.1165  0.8197  -1.6032  -0.37
C  1.4120  1.5295  -0.9309  -0.44
C  0.3739  1.2908  3.6996  -0.17
C  -0.5990  2.1436  3.1942  -0.20
C  0.6328  0.1209  3.0393  -0.20
C  -1.1942  1.8672  2.0653  -0.16
C  -0.0929  -0.1950  1.8031  -0.11
C  -0.9696  0.6902  1.2705  -0.59
C  2.6803  -0.0962  -2.5739  -0.69
C  -0.6476  -1.6754  -2.4943  -0.66
C  -1.3903  -2.0692  -1.2527  -0.04
O  -2.2585  -1.0152  -0.8378  -0.92
Si  -2.0129  0.4407  -0.2090  1.95
H  0.9539  1.7608  4.4883  0.23
H  -0.7921  3.1065  3.6959  0.22
H  1.5450  -0.5432  3.3876  0.24
H  -1.9154  2.5602  1.7756  0.20
H  -0.0256  -1.0665  1.1499  0.22
H  2.5793  -1.1730  -2.2598  0.20
H  2.4957  0.0493  -3.6391  0.21
H  3.7144  0.1283  -2.5326  0.22
H  0.1034  -0.9114  -2.3657  0.26
H  -0.1336  -2.5057  -3.0358  0.23
H  -1.2960  -1.1528  -3.0314  0.21
H  -0.6830  -2.4743  -0.3915  0.17
H  -1.9775  -2.9517  -1.3279  0.19
H  -2.6189  1.3221  -1.0837  -0.19

***

Computed, not measured: the molecule C27H32N4O4, with wB97M-V/def2-TZVPD.

## Properties
LUMO energy = 0.6 eV
charge = 0
SMILES string = COc1ccc([C@H](C(=O)NC2CCCC2)N(Cc2ccc(C)cc2)C(=O)c2ccn[nH]2)cc1OC
energy above the lowest of the compared OMol25 structures with the same formula, charge and spin = 88.2 kcal per mole
HOMO level = -0.295 hartree
HOMO-LUMO gap = 8.64 eV
total energy = -42668.920 eV

Last column: natural (NBO) charge in e.
Atoms and positions in Å:
C  -1.2471  4.4573  -2.0489  -0.24
H  -2.1040  4.3786  -1.3771  0.18
O  -1.0371  3.2645  -2.7710  -0.50
C  -0.7326  2.0944  -2.1422  0.25
C  -0.5446  1.0203  -3.0078  -0.25
C  -0.1854  -0.2316  -2.5536  -0.17
C  -0.0106  -0.4482  -1.1953  -0.08
C  -0.2432  0.6044  -0.3182  -0.31
C  -0.5918  1.8727  -0.7597  0.30
O  -0.8014  2.9183  0.1031  -0.52
C  -0.5998  2.7071  1.4796  -0.25
H  -0.7940  3.6705  1.9495  0.20
H  -1.2925  1.9626  1.8841  0.18
H  0.4286  2.3991  1.6905  0.18
H  -0.1426  0.4221  0.7371  0.25
C  0.4437  -1.7911  -0.6897  -0.15
N  1.4448  -1.7223  0.3692  -0.42
C  1.0358  -1.6635  1.6569  0.67
O  -0.1329  -1.5184  1.9782  -0.62
C  2.0898  -1.8504  2.6834  0.03
C  2.5159  -1.0528  3.7259  -0.31
C  3.4796  -1.8241  4.3923  -0.06
N  3.6220  -3.0025  3.8208  -0.25
N  2.7900  -3.0074  2.7882  -0.31
H  2.6708  -3.8367  2.2266  0.42
H  4.0593  -1.5640  5.2548  0.21
H  2.1846  -0.0639  3.9678  0.23
C  2.8120  -1.4714  -0.0558  -0.23
C  2.9235  -0.0563  -0.5695  -0.07
C  2.9122  1.0034  0.3273  -0.16
C  2.8886  2.3091  -0.1270  -0.23
C  2.8701  2.5878  -1.4869  0.00
C  2.9114  1.5245  -2.3806  -0.21
C  2.9387  0.2195  -1.9292  -0.19
H  2.9615  -0.5928  -2.6411  0.21
H  2.9074  1.7238  -3.4421  0.21
C  2.8076  3.9949  -1.9951  -0.63
H  3.7310  4.2515  -2.5138  0.22
H  1.9884  4.1009  -2.7046  0.22
H  2.6633  4.6998  -1.1799  0.21
H  2.8761  3.1232  0.5844  0.21
H  2.9118  0.7997  1.3893  0.20
H  3.4837  -1.6148  0.7918  0.23
H  3.0744  -2.1879  -0.8401  0.21
C  -0.6828  -2.7326  -0.1828  0.72
O  -0.4051  -3.8624  0.1601  -0.65
N  -1.9216  -2.2328  -0.2668  -0.61
H  -2.0174  -1.2416  -0.4342  0.41
C  -3.0713  -2.8993  0.3102  -0.06
C  -4.3094  -2.6969  -0.5850  -0.42
H  -4.0122  -2.1804  -1.4984  0.21
H  -4.7509  -3.6494  -0.8720  0.22
C  -5.2939  -1.8455  0.2296  -0.40
H  -6.0318  -2.4878  0.7120  0.20
H  -5.8262  -1.1264  -0.3915  0.21
C  -4.4319  -1.1744  1.2974  -0.40
H  -5.0162  -0.8363  2.1517  0.21
H  -3.9111  -0.3122  0.8759  0.19
C  -3.4347  -2.2688  1.6631  -0.42
H  -2.5444  -1.8995  2.1684  0.24
H  -3.9153  -3.0128  2.2985  0.20
H  -2.7872  -3.9484  0.4130  0.24
H  0.9122  -2.3357  -1.5200  0.23
H  -0.0307  -1.0344  -3.2582  0.21
H  -0.6719  1.2101  -4.0616  0.23
H  -1.4493  5.2140  -2.8073  0.19
H  -0.3642  4.7435  -1.4742  0.18

***

Computed, not measured: a structure of composition C42H66N2O3PSiTa, with wB97M-V/def2-TZVPD.

## Properties
LUMO energy = -6.6 eV
charge = +2
energy above the lowest of the compared OMol25 structures with the same formula, charge and spin = 0.0 kcal per mole
HOMO level = -0.513 hartree
HOMO-LUMO gap = 7.34 eV
total energy = -72456.241 eV

Last column: Löwdin charge in e.
Atoms and positions in Å:
Ta  -0.1938  -0.7093  0.0073  1.80
C  5.0079  1.0342  -0.8454  -0.05
C  4.3305  2.2736  -0.2600  -0.37
C  4.7892  3.5445  -0.9843  -0.04
C  2.8271  2.1767  -0.3046  -0.17
C  2.1597  1.8097  -1.4659  0.02
C  0.7768  1.8335  -1.5602  -0.16
C  0.1878  1.7877  -2.9635  -0.36
C  0.9872  0.9239  -3.9476  -0.06
C  0.1286  3.2037  -3.5647  -0.02
C  -0.0193  2.0953  -0.3830  -0.16
C  0.6802  2.4945  0.8124  -0.14
C  2.0647  2.5203  0.8018  0.01
C  0.0777  2.8632  2.1662  -0.33
C  -1.1895  3.7146  2.2335  -0.04
C  -0.0175  1.5869  3.0068  -0.05
C  -1.3966  2.6769  -0.6436  -0.21
C  -1.3946  4.0647  -0.8122  -0.06
C  -2.5335  4.7637  -1.1595  -0.03
C  -3.7185  4.0775  -1.3823  -0.03
C  -3.7479  2.7076  -1.2107  -0.08
C  -2.6069  1.9939  -0.8184  -0.30
P  -2.7526  0.2243  -0.4632  1.15
C  -3.9238  0.0487  1.0133  -0.64
C  -5.2058  0.8831  0.8932  -0.07
C  -3.2076  0.5439  2.2689  -0.09
C  -4.2720  -1.4300  1.2215  -0.08
C  -3.5034  -0.6748  -1.9570  -0.64
C  -2.9012  -0.1110  -3.2499  -0.08
C  -5.0277  -0.5455  -2.0833  -0.07
C  -3.1742  -2.1728  -1.8460  -0.08
H  6.0842  1.0849  -0.6802  0.09
H  4.8490  0.9661  -1.9233  0.08
H  4.6300  0.1183  -0.3866  0.05
H  4.6154  2.3607  0.7922  0.13
H  4.5094  3.5075  -2.0394  0.09
H  5.8734  3.6396  -0.9272  0.09
H  4.3447  4.4378  -0.5452  0.09
H  2.7363  1.5940  -2.3554  0.12
H  -0.8303  1.4111  -2.8991  0.09
H  1.8363  1.4798  -4.3488  0.09
H  0.3535  0.6652  -4.7971  0.10
H  1.3673  0.0055  -3.5074  0.06
H  1.1218  3.6571  -3.5568  0.10
H  -0.5568  3.8630  -3.0429  0.06
H  -0.1985  3.1361  -4.6032  0.10
H  2.5822  2.8217  1.7064  0.14
H  0.8478  3.4738  2.6438  0.14
H  -2.0549  3.2660  1.7543  0.05
H  -1.0346  4.6916  1.7783  0.09
H  -1.4339  3.8792  3.2839  0.10
H  -0.6177  0.8277  2.5020  0.02
H  -0.4818  1.7936  3.9720  0.10
H  0.9706  1.1547  3.1722  0.08
H  -0.4609  4.5983  -0.6791  0.14
H  -2.4927  5.8385  -1.2771  0.13
H  -4.6139  4.6056  -1.6807  0.12
H  -4.6788  2.1866  -1.3716  0.09
H  -4.9938  1.9494  0.9524  0.09
H  -5.8338  0.6293  1.7501  0.10
H  -5.7885  0.6883  -0.0015  0.06
H  -2.8627  1.5697  2.1657  0.06
H  -2.3734  -0.0930  2.5397  0.03
H  -3.9204  0.5228  3.0964  0.11
H  -4.9800  -1.8098  0.4891  0.07
H  -4.7405  -1.5305  2.2031  0.10
H  -3.3837  -2.0618  1.2129  0.05
H  -3.0902  0.9580  -3.3547  0.09
H  -3.3891  -0.6136  -4.0878  0.10
H  -1.8347  -0.2976  -3.3301  0.05
H  -5.3510  0.4793  -2.2569  0.08
H  -5.5721  -0.9543  -1.2377  0.07
H  -5.3255  -1.1201  -2.9632  0.10
H  -2.1105  -2.3660  -1.7045  0.05
H  -3.4649  -2.6570  -2.7807  0.10
H  -3.7184  -2.6630  -1.0425  0.07
C  4.9626  -2.7107  1.2947  -0.16
Si  4.0177  -1.6025  2.4514  0.45
C  3.1810  -2.5618  3.8082  -0.16
C  5.0126  -0.1685  3.0906  -0.16
C  2.6133  -0.8631  1.4365  -0.08
C  1.6733  -0.4141  0.7929  -0.21
H  5.8087  -3.1677  1.8119  0.05
H  5.3541  -2.1629  0.4357  0.03
H  4.3133  -3.5127  0.9392  0.01
H  3.9264  -2.9839  4.4853  0.05
H  2.6017  -3.3881  3.3909  0.03
H  2.5143  -1.9282  4.3965  0.04
H  5.8232  -0.5292  3.7276  0.05
H  4.3961  0.5048  3.6890  0.04
H  5.4625  0.4046  2.2782  0.02
C  -1.3286  -3.9027  2.1108  -0.03
C  -0.6157  -2.6294  2.4963  -0.41
C  -1.0646  -2.0517  3.8158  -0.02
O  -0.8367  -1.6227  1.4309  -0.37
H  -1.0255  -4.6961  2.7942  0.11
H  -1.0643  -4.2136  1.1011  0.07
H  -2.4102  -3.7892  2.1861  0.08
H  0.4646  -2.7704  2.4792  0.10
H  -2.1474  -1.9302  3.8519  0.09
H  -0.5813  -1.0961  4.0187  0.08
H  -0.7799  -2.7472  4.6061  0.11
C  2.5777  -5.6316  -1.1841  0.03
N  1.8234  -4.4133  -1.5097  -0.01
C  1.6189  -4.0266  -2.7759  0.02
C  0.9445  -2.8798  -3.1142  0.06
C  0.4648  -2.1581  -2.0300  -0.46
O  -0.1606  -1.0085  -2.0356  -0.21
N  0.6063  -2.5634  -0.7590  0.06
C  1.3597  -3.6615  -0.4075  -0.46
O  1.6068  -3.9941  0.7226  0.11
H  2.8631  -6.1219  -2.1096  0.10
H  1.9582  -6.2943  -0.5855  0.11
H  3.4644  -5.3680  -0.6132  0.10
H  2.0313  -4.6772  -3.5363  0.15
H  0.8058  -2.5654  -4.1351  0.13